No. 1
Below is a cluster of 4 separate species, C20H48FNO6P in total, with properties calculated with wB97M-V/def2-TZVPD.

As for the largest force on an atom: 0.0517 Eh/bohr. The charge is -1. The lowest unoccupied orbital energy is 2.5 eV. The orbital gap comes out at 6.2 eV.

Each line ends with the Löwdin charge.
Positions of all 77 atoms, in Å:
C 2.1892 0.9826 0.8497  -0.11
O 2.4253 -0.3751 0.5340  -0.19
C 2.2612 -0.7252 -0.8326  -0.23
C 1.2657 -1.8720 -0.9918  -0.18
C 0.0995 -1.4518 -1.8715  -0.22
C -0.8230 -0.5133 -1.1124  -0.30
C -1.7868 0.2394 -2.0023  -0.40
P -2.6122 1.7089 -1.1031  0.35
C -4.2784 0.7236 -0.7106  -0.49
O -5.2842 1.3085 -0.3887  -0.01
N -4.3475 -0.8024 -0.7561  0.08
C -4.5312 -1.4104 0.4931  -0.51
O -3.9129 -2.3715 0.9182  0.10
F -5.4745 -0.8543 1.2752  0.10
H 1.2276 1.0883 1.3283  0.08
H 2.2227 1.6289 -0.0178  0.08
H 2.9702 1.3120 1.5192  0.07
H 3.2346 -1.0205 -1.2052  0.11
H 1.9054 0.1144 -1.4153  0.10
H 1.7761 -2.7296 -1.4045  0.09
H 0.8727 -2.1169 -0.0211  0.11
H 0.4454 -0.9648 -2.7732  0.09
H -0.4862 -2.3114 -2.1706  0.11
H -0.2080 0.2473 -0.6395  0.08
H -1.3477 -1.0359 -0.3232  0.10
H -1.1918 0.6984 -2.7847  0.04
H -2.4888 -0.4249 -2.4952  0.06
H -3.1604 2.1761 -2.4052  -0.05
H -3.2535 2.8414 -0.4635  -0.06
H -2.0899 1.2378 0.2084  -0.03
H -1.3750 2.5099 -1.2734  -0.06
H -5.1817 -1.0130 -1.2941  0.12
C -3.6229 -4.6473 3.0405  -0.09
C -3.3080 -5.9683 3.7202  -0.28
O -2.4784 -5.8546 4.8663  -0.16
C -2.9795 -5.0497 5.9128  -0.29
C -4.3036 -5.5276 6.4860  -0.09
H -2.7079 -4.1348 2.7503  0.08
H -4.2187 -4.8137 2.1457  0.07
H -4.1865 -3.9758 3.6890  0.07
H -2.7562 -6.6092 3.0324  0.12
H -4.2322 -6.5032 3.9732  0.10
H -3.0549 -4.0054 5.5906  0.11
H -2.2164 -5.0826 6.6910  0.11
H -5.1033 -5.5005 5.7456  0.06
H -4.6014 -4.8910 7.3201  0.07
H -4.2154 -6.5543 6.8453  0.08
C 2.4908 0.1708 -6.3932  -0.08
C 1.1627 -0.4987 -6.0771  -0.29
O 0.2559 0.3234 -5.3781  -0.17
C -0.1444 1.5177 -6.0169  -0.28
C -0.8430 1.3028 -7.3495  -0.08
H 2.9659 0.5214 -5.4764  0.08
H 3.1596 -0.5366 -6.8854  0.07
H 2.3697 1.0293 -7.0555  0.06
H 1.3368 -1.3529 -5.4223  0.12
H 0.7023 -0.8922 -6.9920  0.11
H 0.7091 2.1969 -6.1328  0.11
H -0.8319 1.9952 -5.3199  0.12
H -0.1897 0.8334 -8.0875  0.06
H -1.1715 2.2597 -7.7567  0.07
H -1.7157 0.6619 -7.2202  0.08
C 3.5089 5.8398 3.8562  -0.08
C 4.1724 4.5296 4.2464  -0.28
O 4.5005 3.7012 3.1499  -0.16
C 5.3960 4.2406 2.1997  -0.28
C 6.7571 4.6083 2.7677  -0.08
H 2.6063 5.6502 3.2754  0.08
H 3.2374 6.4022 4.7501  0.07
H 4.1664 6.4697 3.2552  0.06
H 3.4821 3.9424 4.8513  0.12
H 5.0572 4.7144 4.8678  0.10
H 4.9446 5.1005 1.6917  0.11
H 5.5165 3.4622 1.4471  0.12
H 6.6897 5.3951 3.5204  0.06
H 7.4100 4.9660 1.9708  0.07
H 7.2219 3.7390 3.2346  0.08

No. 2
Below is a structure of composition C20H48IN11O26S, with properties calculated with wB97M-V/def2-TZVPD.

As for the largest force on an atom: 0.0077 Eh/bohr. The charge is 0. The lowest unoccupied orbital energy is -0.2 eV. The orbital gap comes out at 9.1 eV.

Each line ends with the Löwdin charge.
Positions of all 107 atoms, in Å:
C 2.0204 3.6521 3.4420  0.01
C 2.2627 2.8685 2.1828  -0.44
O 3.3284 2.4189 1.8779  0.14
N 1.1190 2.7612 1.2722  -0.04
C 1.2849 3.6880 0.1355  0.00
C 0.6597 1.4805 0.9292  -0.24
O 1.7489 0.4551 0.7775  -0.14
S 1.0187 -0.8825 0.4367  0.55
O 1.7466 -1.9710 0.9992  -0.23
O 0.6828 -0.9216 -0.9506  -0.23
O -0.2857 -0.6098 1.2641  -0.21
C -0.3282 0.7368 1.8639  -0.35
C 0.0954 0.7169 3.3374  -0.05
C 0.9711 -0.4282 3.8170  -0.23
O 0.2154 -1.6292 3.9224  -0.05
C -1.7081 1.3294 1.6619  -0.20
C -2.9385 0.7111 2.3226  -0.75
C -4.0802 1.7266 2.2625  -0.16
I -3.5073 -1.1395 1.3905  0.87
H 2.6644 4.5340 3.4183  0.10
H 0.9796 3.9565 3.5162  0.06
H 2.3161 3.0500 4.3041  0.10
H 2.3204 3.7311 -0.2097  0.10
H 0.9502 4.6877 0.4184  0.09
H 0.6632 3.3396 -0.6817  0.06
H 0.1894 1.5411 -0.0544  0.15
H -0.7894 0.7544 3.9761  0.12
H 0.6333 1.6457 3.5356  0.10
H 1.8386 -0.5626 3.1730  0.09
H 1.3505 -0.1644 4.8043  0.09
H 0.5757 -2.2787 3.3099  0.08
H -1.9180 1.4023 0.5889  0.13
H -1.6137 2.3532 2.0460  0.12
H -2.7366 0.4305 3.3535  0.07
H -3.8470 2.4839 1.5083  0.08
H -5.0529 1.3208 1.9946  0.05
H -4.1544 2.2516 3.2168  0.07
C -0.1605 0.9616 -3.6288  0.05
N -0.0186 2.4431 -3.6804  -0.43
O 0.8230 2.9605 -2.9734  0.06
O -0.7610 3.0610 -4.4143  0.06
H 0.5713 0.5782 -2.9290  0.08
H -1.1765 0.7551 -3.3034  0.10
H -0.0237 0.5814 -4.6368  0.09
C -1.7609 6.2048 -4.4413  0.05
N -2.1464 7.0001 -3.2417  -0.44
O -1.6647 6.6903 -2.1671  0.05
O -2.9305 7.9097 -3.4080  0.06
H -1.0592 5.4374 -4.1405  0.07
H -2.6756 5.7758 -4.8401  0.11
H -1.3347 6.8968 -5.1616  0.10
C 1.2351 -2.0467 8.2079  0.05
N 1.8235 -0.6884 8.0379  -0.44
O 1.4268 -0.0209 7.1052  0.05
O 2.6644 -0.3451 8.8394  0.07
H 0.5175 -2.2034 7.4114  0.09
H 2.0573 -2.7547 8.1620  0.10
H 0.7766 -2.0753 9.1918  0.10
C 1.8719 -4.8132 -0.7294  0.05
N 1.0829 -5.9339 -1.3090  -0.44
O 0.4413 -6.6342 -0.5615  0.09
O 1.1324 -6.0649 -2.5197  0.04
H 1.7309 -4.8120 0.3440  0.09
H 2.9095 -4.9744 -1.0060  0.10
H 1.5031 -3.8942 -1.1763  0.09
C 1.8713 -7.0685 -5.5438  0.05
N 1.0583 -8.1538 -6.1571  -0.44
O 0.4011 -8.8628 -5.4299  0.08
O 1.1081 -8.2562 -7.3698  0.04
H 1.7329 -7.0858 -4.4704  0.06
H 2.9030 -7.2504 -5.8309  0.10
H 1.5298 -6.1339 -5.9790  0.10
C -1.1081 -9.2934 -9.3350  0.03
N -1.9225 -10.3627 -9.9777  -0.46
O -2.5740 -11.0922 -9.2610  0.07
O -1.8783 -10.4297 -11.1896  0.05
H -1.2381 -9.3572 -8.2625  0.08
H -0.0731 -9.4589 -9.6157  0.09
H -1.4565 -8.3488 -9.7419  0.10
C 5.5904 -1.2000 2.6292  0.06
N 5.0324 -1.1983 4.0113  -0.44
O 4.0625 -0.5012 4.2199  0.06
O 5.5852 -1.8994 4.8320  0.07
H 4.9869 -0.5359 2.0218  0.09
H 6.6222 -0.8695 2.7014  0.10
H 5.5540 -2.2256 2.2741  0.10
C -0.9597 4.7008 6.0783  0.06
N -1.8318 3.7360 5.3517  -0.43
O -2.5787 3.0388 6.0011  0.08
O -1.7603 3.7309 4.1356  0.04
H -1.1630 4.6063 7.1377  0.10
H 0.0679 4.4509 5.8382  0.09
H -1.1943 5.6901 5.6943  0.10
C -2.3025 7.8199 1.0270  0.05
N -1.5465 7.3753 2.2317  -0.45
O -1.0200 6.2822 2.2088  0.05
O -1.5132 8.1380 3.1763  0.05
H -2.2457 7.0442 0.2742  0.07
H -3.3220 8.0132 1.3472  0.10
H -1.8430 8.7412 0.6821  0.10
C -3.3279 -2.3594 -5.3436  0.05
N -2.2861 -1.3073 -5.5055  -0.45
O -1.1214 -1.6426 -5.4271  0.06
O -2.6720 -0.1739 -5.6987  0.06
H -2.8299 -3.3060 -5.1751  0.09
H -3.9468 -2.0667 -4.5006  0.10
H -3.9212 -2.3622 -6.2531  0.10